## w
Here is a cluster of 2 separate species, C4H5O2P in total from the OMol25 dataset. Energies are from wB97M-V/def2-TZVPD.

Cartesian coordinates (Å):
C 0.15129 1.15714 0.00093
C 0.84674 -1.16722 -0.09142
O -2.57764 0.41907 -0.36647
H -1.44839 0.35703 1.73726
H 0.06744 1.68018 -1.89699
P -1.32595 0.20660 0.35353
H 0.30670 2.16542 0.35307
C -0.44716 -1.36897 0.14740
H -0.92982 -2.33306 0.19087
C 1.30890 0.24353 -0.07651
O 2.46962 0.58667 -0.09547
H 1.57829 -1.94639 -0.25622

Results of the Löwdin charge analysis, in e, for atoms 1 through 8: -0.158, -0.071, -0.382, 0.043, 0.287, 0.607, 0.062, -0.128

## x
Here is the molecule C4H5O2P from the OMol25 dataset. Energies are from wB97M-V/def2-TZVPD.

Cartesian coordinates (Å):
O 1.63796 0.92785 0.63236
H -0.15363 2.79681 -0.40353
H -2.21214 1.21766 -0.60408
H -2.14075 -0.94927 0.39061
C -1.27377 0.92428 -0.17965
H -0.57720 -2.31937 0.58451
C -0.19342 -1.39568 0.17785
O 1.09766 -1.44165 -0.12150
H 3.29490 -0.97660 0.08758
C -0.32307 1.82423 -0.25372
C -1.20068 -0.55239 0.09648
P 2.04415 -0.05588 -0.40693

Results of the Löwdin charge analysis, in e, for atoms 1 through 8: -0.443, 0.027, 0.107, 0.085, -0.124, 0.119, -0.254, -0.327

It is w that is the most stable of them.

## w
Here is a structure of composition C4H5O2P from the OMol25 dataset. Energies are from wB97M-V/def2-TZVPD.

Cartesian coordinates (Å):
O -2.34952 -0.74926 1.62928
H 0.56391 -1.70597 1.09008
H 0.85450 -0.15456 -2.40793
P 2.04947 -0.17801 -1.85386
H 1.78738 -1.51904 -1.48836
H -1.57832 1.47173 -0.35903
C 0.31532 0.25835 0.21794
C -0.05195 -0.85232 0.91634
O 1.62236 0.64931 -0.46848
C -1.35821 -0.21307 1.17754
C -0.92043 1.03708 0.43677
H -0.93450 1.95576 1.10972

Results of the Löwdin charge analysis, in e, for atoms 1 through 8: 0.095, 0.112, -0.145, 0.817, -0.103, 0.132, -0.217, 0.081

## x
Here is a cluster of 2 separate species, C4H5O2P in total from the OMol25 dataset. Energies are from wB97M-V/def2-TZVPD.

Cartesian coordinates (Å):
C -1.25745 0.41011 0.02647
P 2.75923 -0.31469 -0.12787
H 4.02062 0.09314 -0.42712
H -1.23193 1.49713 -0.04635
H 1.32662 -1.54835 0.05342
C -0.20779 -0.34783 0.01857
O 0.27403 -1.53290 -0.17342
C -2.61787 -0.24616 -0.03044
C 1.81515 0.99395 0.11646
H 1.57341 1.87224 0.77306
H -2.86167 -1.31280 0.10301
O -3.59236 0.43616 -0.28578

Results of the Löwdin charge analysis, in e, for atoms 1 through 8: -0.066, 0.794, -0.149, 0.116, -0.010, -0.217, -0.035, -0.248

It is w that is the most stable of them.

## w
Here is a structure of composition C3H8CsO from the OMol25 dataset. Energies are from wB97M-V/def2-TZVPD.

Cartesian coordinates (Å):
H 1.61665 -1.34661 -0.05281
H 0.39029 -1.04088 -1.24740
C 0.08231 -0.01816 0.52808
H -2.04332 -0.42284 0.05872
H -1.82543 1.18882 0.68064
O 0.97436 1.06404 0.26942
H -1.25189 0.73682 -0.93579
H -0.06764 -2.02627 0.16372
H 1.76069 0.88485 0.79016
C 0.54502 -1.19249 -0.17913
Cs 1.07974 1.96819 -1.77749
C -1.33721 0.40653 0.09944
H 0.07644 -0.20201 1.60245

Summary:
Net charge ... +1

Results of the Löwdin charge analysis, in e, for atoms 1 through 8: 0.103, 0.079, -0.531, 0.101, 0.096, -0.570, 0.022, 0.114

## x
Here is a structure of composition C3H8CsO from the OMol25 dataset. Energies are from wB97M-V/def2-TZVPD.

Cartesian coordinates (Å):
C -25.17132 13.12551 13.36249
C -25.26780 11.82608 14.12834
H -24.04774 10.40742 15.20383
H -23.23066 11.19166 13.83206
Cs -26.70670 7.98819 13.39364
H -26.12535 13.35138 12.88579
H -25.53975 10.93481 12.40622
H -24.95125 13.94438 14.04716
H -25.96129 11.95915 14.96067
H -24.37907 13.09466 12.61102
C -23.93613 11.34317 14.65147
H -23.50674 12.07369 15.33707
O -25.88251 10.80333 13.29625

Summary:
Net charge ... +1

Results of the Löwdin charge analysis, in e, for atoms 1 through 8: -0.046, -0.479, 0.077, 0.089, 1.068, 0.089, 0.079, 0.095

## y
Here is a structure of composition C3H8CsO from the OMol25 dataset. Energies are from wB97M-V/def2-TZVPD.

Cartesian coordinates (Å):
C 0.48510 -0.73674 -0.34200
H 0.86271 1.07205 0.34288
H 0.81526 -0.46827 -1.28594
H -0.88076 -0.63348 1.72546
H -1.18765 2.17028 0.30764
C -1.17275 1.14371 -0.06612
H 1.21797 -1.19247 0.27615
Cs 3.70567 -2.27703 -1.83146
C 0.00246 0.43952 0.50245
H -0.33689 -1.43031 -0.38864
O -0.12227 0.02820 1.75980
H -2.27364 0.73675 0.10956
H -1.11520 1.14778 -1.10978

Summary:
Net charge ... +1

Results of the Löwdin charge analysis, in e, for atoms 1 through 8: -0.078, 0.140, 0.040, 0.150, 0.088, -0.048, 0.054, 0.981

It is x that is the most stable of them.

## w
Here is the molecule C2H4N2OS from the OMol25 dataset. Energies are from wB97M-V/def2-TZVPD.

Cartesian coordinates (Å):
C -0.82558 0.19501 0.32179
N 1.10079 -0.78566 0.82421
H -1.06183 1.22297 0.81050
H -0.34261 1.43638 -1.29131
O 2.01536 -1.35428 1.34781
N -0.06066 -0.75989 1.11922
C -0.14014 0.43498 -1.03880
S 1.57725 0.35492 -0.65564
H -1.86562 -0.22317 0.22810
H -0.39696 -0.52125 -1.66589

Summary:
Structure (SMILES) ... [O-][N+]1=NCCS1

Results of the Löwdin charge analysis, in e, for atoms 1 through 8: -0.274, -0.546, 0.137, 0.047, -0.026, 0.052, -0.530, 0.907

## x
Here is a cluster of 3 separate species, C2H4N2OS in total from the OMol25 dataset. Energies are from wB97M-V/def2-TZVPD.

Cartesian coordinates (Å):
H 1.31646 -1.73787 -0.42418
C 0.11745 -0.28337 -0.16032
C -0.82094 0.33570 0.89534
S -1.98527 1.28361 0.44636
H -0.43428 1.24199 -1.55671
O -0.49053 -0.01906 2.05987
H 1.39883 0.95451 -2.08023
N 0.93218 -1.01742 0.34401
N -0.29030 -0.14617 -1.49036
H 0.25639 -0.61192 1.96624

Results of the Löwdin charge analysis, in e, for atoms 1 through 8: 0.155, -0.716, -0.941, 0.800, 0.130, 0.062, 0.224, 0.132

## y
Here is a structure of composition C2H4N2OS from the OMol25 dataset. Energies are from wB97M-V/def2-TZVPD.

Cartesian coordinates (Å):
O -2.37985 -0.78803 0.09898
H -3.34601 -0.32403 0.81981
H 2.24958 1.62598 0.29917
S 2.54214 -0.93782 0.05426
N -1.42327 0.05463 -0.12143
H -0.19952 -1.62846 -0.51060
N 1.30532 1.13180 -0.08174
C -0.30441 -0.60347 -0.46853
C 1.11813 -0.14807 -0.14569
H 0.43788 1.61748 0.05577

Results of the Löwdin charge analysis, in e, for atoms 1 through 8: -0.145, 0.306, 0.177, 0.611, -0.070, 0.066, -0.018, -0.087

It is w that is the most stable of them.

## w
Here is the ion C4H8NS2 with charge +1 from the OMol25 dataset. Energies are from wB97M-V/def2-TZVPD.

Cartesian coordinates (Å):
H -1.16459 -3.20042 0.80620
N 0.35029 -0.18422 -0.15392
H -0.38856 -0.79750 1.60855
C -0.55978 0.13430 -1.28954
H 1.21127 -0.65377 -0.63167
H 1.25993 0.90989 1.56252
H 1.20032 1.89582 -0.07190
H -0.28308 1.48006 0.88293
C 0.70339 1.07128 0.58936
C -0.04558 -1.34164 0.69281
H -2.52992 0.87694 -1.83628
H -0.13411 -0.07008 -2.22920
S -0.55964 -2.70823 -0.23381
S -2.62881 0.37175 0.51943
C -1.81948 0.45123 -0.99436

Summary:
Net charge ... +1

Results of the Löwdin charge analysis, in e, for atoms 1 through 8: -0.099, -0.271, 0.084, -0.203, 0.209, 0.128, 0.153, 0.058

## x
Here is the ion C4H8NS2 with charge +1 from the OMol25 dataset. Energies are from wB97M-V/def2-TZVPD.

Cartesian coordinates (Å):
C 1.19370 0.77277 0.53237
H -1.88882 0.58611 -0.34268
H 0.12399 -0.14923 -1.28071
C 0.05763 0.56764 -0.48796
H 2.61099 1.91460 -0.66825
H -1.07938 0.51503 1.03329
H -0.14347 1.54939 -0.87479
H -1.52188 -3.40600 -1.03620
H 2.89863 1.80028 1.16450
N -1.23982 0.03643 0.19836
C 2.27951 1.52926 0.31249
C -1.30073 -1.43883 0.28268
H -2.31250 -1.73783 0.53404
S -0.86736 -2.24533 -1.23776
S 1.18951 -0.29428 1.87060

Summary:
Net charge ... +1

Results of the Löwdin charge analysis, in e, for atoms 1 through 8: -0.738, 0.172, 0.048, -0.149, 0.105, 0.097, 0.131, -0.081

## y
Here is the ion C4H8NS2 with charge +1 from the OMol25 dataset. Energies are from wB97M-V/def2-TZVPD.

Cartesian coordinates (Å):
H -1.86371 -0.50448 0.24744
H -1.52780 0.43902 -1.11717
C -1.15153 0.08744 -0.17275
C -0.94071 1.31903 0.72208
C 0.92654 -1.42019 0.48912
H 0.93237 -2.49166 0.09887
S 2.39568 -0.35835 0.36685
C 1.18460 0.42759 -0.75632
S 0.31540 2.31605 -0.11111
H 1.36915 0.63236 -1.77050
N 0.11503 -0.58016 -0.48803
H -0.50986 1.13178 1.63053
H -1.99117 1.69014 0.72861
H 0.55222 -1.59245 1.51604
H 0.19380 -1.09614 -1.38367

Summary:
Net charge ... +1
Structure (SMILES) ... C1C[N@@H+]2CS[C@@H]2S1

Results of the Löwdin charge analysis, in e, for atoms 1 through 8: 0.108, 0.137, -0.179, -0.465, -0.356, 0.130, 0.961, -0.550

## z
Here is the ion C4H8NS2 with charge +1 from the OMol25 dataset. Energies are from wB97M-V/def2-TZVPD.

Cartesian coordinates (Å):
H 2.69937 -2.05780 -0.07397
S 1.33238 -1.78739 -0.07547
H -0.05886 1.48344 -0.20020
H 0.35725 1.07369 -1.76597
C -1.00794 -0.15435 -0.83436
H 2.88289 1.80433 -0.45339
C -1.76895 -0.45617 0.23299
C 1.39242 -0.09271 -0.14201
C 0.25253 0.64087 -0.71436
H -2.72544 -1.05777 0.26249
S 2.86556 0.66399 0.41496
H -1.06873 0.75460 1.60262
N -1.50510 -0.14302 1.53877
H -1.31449 -0.33765 -1.90342
H -2.33290 -0.33404 2.11131

Summary:
Net charge ... +1

Results of the Löwdin charge analysis, in e, for atoms 1 through 8: -0.038, 0.987, 0.097, 0.177, -0.187, -0.007, -0.220, -0.942

It is z that is the most stable of them.

## w
Here is a cluster of 2 separate species, C4H6ClNS in total from the OMol25 dataset. Energies are from wB97M-V/def2-TZVPD.

Cartesian coordinates (Å):
H 0.86642 -0.27048 1.48516
C -0.22351 1.71227 -0.90792
H -1.80239 -2.75558 -0.21841
H 0.47189 2.53421 -1.02885
C -1.69528 -0.72582 -0.13395
H -0.20710 -2.08094 -0.27728
S -3.14560 -0.07736 -0.11218
H 1.94882 0.90071 0.67082
C 0.05877 0.60909 -0.27116
C 1.18761 0.12740 0.52134
N -1.20315 -1.94170 -0.16414
Cl 2.01915 -1.24291 -0.32431
H -1.19742 1.85025 -1.35137

Results of the Löwdin charge analysis, in e, for atoms 1 through 8: 0.077, -0.005, 0.110, 0.067, -0.820, 0.017, 0.645, 0.077

## x
Here is a cluster of 2 separate species, C4H6ClNS in total from the OMol25 dataset. Energies are from wB97M-V/def2-TZVPD.

Cartesian coordinates (Å):
H -1.24202 -0.37491 -1.23028
C -0.01729 0.14864 0.38025
C 0.96691 -0.92283 0.24519
H 0.81735 -1.70415 1.05113
H -2.82850 1.83376 -0.45715
H 0.68529 1.06135 2.22144
H 0.89532 -1.16361 -0.87892
C -1.86027 1.41039 -0.01213
Cl 1.34841 2.17321 -0.96619
S -1.23844 2.22542 1.36367
N -0.00212 1.00326 1.45175
C -1.09523 0.36276 -0.44811
H 1.99643 -0.44283 0.35582

Results of the Löwdin charge analysis, in e, for atoms 1 through 8: 0.132, -0.534, -0.056, 0.111, 0.115, 0.142, 0.119, -0.376

## y
Here is the molecule C4H6ClNS from the OMol25 dataset. Energies are from wB97M-V/def2-TZVPD.

Cartesian coordinates (Å):
H 0.07069 -1.54045 -0.77684
H -1.35920 -0.40582 1.57854
H 1.30219 -1.26177 1.37462
H 2.03228 -0.23313 0.31719
C 1.13871 -0.43087 0.71882
N -0.68467 1.77663 -1.01383
C -0.05612 -0.62855 -0.13597
S -1.74436 1.44353 0.09750
C 0.19558 1.00463 -1.36036
Cl 1.52688 1.15614 -2.46995
C -1.36749 -0.41843 0.43541
H -2.12273 -0.95629 0.04232
H 1.06823 0.49439 1.19254

Results of the Löwdin charge analysis, in e, for atoms 1 through 8: 0.130, 0.108, 0.087, 0.027, -0.120, -0.451, -0.290, 0.875

## z
Here is the molecule C4H6ClNS from the OMol25 dataset. Energies are from wB97M-V/def2-TZVPD.

Cartesian coordinates (Å):
H 0.38696 -1.14610 0.71003
H 1.63537 -1.58945 -0.51447
C 1.16185 0.44954 -0.11800
H 0.87920 2.55029 -0.39731
S -2.00954 0.57298 0.50834
H -1.58532 2.04570 -1.41202
Cl 2.77859 0.57781 0.41904
C -1.04194 1.41656 -0.54319
H 0.04093 -0.89518 -1.09045
N -0.92974 0.04519 1.50908
C 0.81955 -1.02955 -0.26392
H -1.40544 -0.05038 2.38044
C 0.38512 1.47080 -0.39207

Results of the Löwdin charge analysis, in e, for atoms 1 through 8: 0.035, 0.030, -0.781, 0.153, 0.933, 0.114, 0.698, -0.458

It is x that is the most stable of them.